Below is a molecular structure, C19H31AlN4SSb, with properties calculated with the ωB97M-V functional and the def2-TZVPD basis.

Last column: natural (NBO) charge in e.
Geometry (Å):
Al 0.004 0.374 -0.308  1.517
C -1.356 2.817 -1.226  -0.256
C -0.556 3.155 0.026  -0.236
N 0.640 2.257 0.144  -0.752
C 1.811 2.705 -0.681  -0.243
C 1.686 2.313 -2.131  -0.510
S 1.042 0.601 -2.464  0.289
C -0.436 0.901 -3.493  -0.529
C -1.741 0.881 -2.691  -0.240
N -1.572 1.361 -1.308  -0.729
H -0.870 3.166 -2.145  0.226
H -2.302 3.361 -1.205  0.262
H -1.212 2.965 0.891  0.231
H -0.225 4.197 0.041  0.257
H 0.948 2.304 1.111  0.429
H 2.686 2.203 -0.306  0.231
H 1.938 3.772 -0.573  0.256
H 2.631 2.282 -2.636  0.281
H 1.060 2.997 -2.706  0.246
H -0.474 0.120 -4.226  0.283
H -0.254 1.826 -4.029  0.263
H -2.134 -0.112 -2.643  0.225
H -2.505 1.497 -3.176  0.251
H -2.456 1.144 -0.822  0.427
C -2.096 -3.342 -1.148  -0.198
C -1.055 -4.267 -1.003  -0.079
C 0.230 -3.799 -0.725  -0.176
C 0.456 -2.439 -0.470  0.176
N -0.535 -1.544 -0.681  -0.637
C -1.764 -1.988 -0.997  0.059
C 1.703 -1.886 -0.032  0.167
C 2.876 -2.599 0.014  -0.184
C 4.025 -2.016 0.553  -0.065
C 3.900 -0.771 1.171  -0.205
C 2.698 -0.096 1.081  0.077
N 1.632 -0.579 0.416  -0.648
H -3.103 -3.658 -1.406  0.276
H -1.212 -5.284 -1.235  0.266
H 1.021 -4.524 -0.659  0.257
H -2.550 -1.277 -1.081  0.207
H 2.963 -3.615 -0.387  0.265
H 4.949 -2.576 0.650  0.276
H 4.685 -0.275 1.704  0.271
H 2.506 0.902 1.529  0.208
C -0.972 -2.132 2.628  -0.950
Sb -1.243 -0.070 2.141  1.067
C 0.076 0.995 3.416  -0.954
C -3.170 0.357 2.977  -0.916
H -1.282 -2.395 3.648  0.284
H 0.075 -2.408 2.476  0.234
H -1.534 -2.705 1.820  0.237
H -0.405 1.939 3.589  0.252
H 1.055 1.075 2.910  0.200
H 0.220 0.501 4.357  0.278
H -3.257 -0.003 4.012  0.279
H -3.927 -0.042 2.328  0.248
H -3.316 1.434 2.960  0.249

Output
Kohn-Sham gap	8.29	eV
E	-1841.6719	Eh
charge	+3
ΔE to the lowest compared entry with this formula, charge and spin	3.0	kcal/mol
LUMO energy	-9.899	eV
HOMO energy	-18.19	eV